Here is a 7-piece molecular cluster, C6H28N2O6 overall at a distorted geometry from OMol25. Energies are from ωB97M-V with the def2-TZVPD basis set.

E_HOMO ... -9.0452 eV
Orbital gap ... 0.331 Ha
Lowest unoccupied orbital energy ... -0.001 hartree
SMILES string ... CCN[C@@H](C)CCN.O.O.O.O.O.O
Energy above the lowest of the compared OMol25 structures with the same formula, charge and spin ... 240.7 kJ/mol

```
! RIJCOSX wB97M-V def2-TZVPD def2/J DEFGRID3
* xyz 0 1
C 1.1646 2.0156 0.2520
N 0.5967 0.6665 0.3577
C -0.7982 0.5520 0.7564
C -0.9345 -0.0087 2.1978
C -0.3747 -1.4892 2.4108
N -1.0082 -2.6817 1.9046
C -1.5610 -0.3976 -0.1400
C 2.7127 2.0364 0.2610
H 0.7069 2.4215 -0.6584
H 0.8436 2.7563 0.9939
H 1.2112 -0.0121 0.7678
H -1.3402 1.5043 0.8159
H -0.2875 0.5502 2.8708
H -1.9560 0.0177 2.5788
H 0.6931 -1.5507 2.1470
H -0.2096 -1.4805 3.4792
H -0.5708 -3.1168 1.1086
H -1.9410 -2.4673 1.5332
H -1.0838 -1.3619 -0.2367
H -2.5653 -0.5439 0.2442
H -1.6742 -0.0101 -1.1567
H 2.9778 3.0183 0.6880
H 3.1882 1.1405 0.6869
H 3.2710 2.0412 -0.6771
H 0.1019 -3.1388 -1.4371
H -0.4832 -3.8805 -2.4906
O -0.8031 -3.4461 -1.6722
H 1.6423 0.4214 3.2232
H 2.3240 1.8233 2.9156
O 2.2294 1.1049 3.5430
H -1.9985 3.1501 -1.0892
H -1.6364 2.7297 -2.6102
O -1.5115 3.4098 -1.8721
H -1.1579 -1.6658 -2.7534
H 0.0104 -0.8685 -2.4134
O -0.6223 -0.9515 -3.1436
H 2.3500 -2.4077 -0.8618
H 1.4288 -1.2672 -0.5169
O 1.4082 -2.2222 -0.7042
H -1.6882 0.4792 -3.5600
H -1.0421 1.6736 -4.2432
O -1.6122 1.4562 -3.4998
*
```

Here is a 5-piece molecular cluster, C10H30O10 overall at a distorted geometry from OMol25. Energies are from ωB97M-V with the def2-TZVPD basis set.

E_HOMO (spin up / spin down) ... -12.7901 / -12.6948 eV
Orbital gap (spin up / spin down) ... 0.372 / 0.127 Ha
Lowest unoccupied orbital energy (spin up / spin down) ... -0.098 / -0.339 hartree
Energy above the lowest of the compared OMol25 structures with the same formula, charge and spin ... 176.6 kJ/mol

```
! RIJCOSX wB97M-V def2-TZVPD def2/J DEFGRID3
* xyz 1 2
C 3.8673 2.1538 -3.0160
C 2.8336 1.3874 -2.1093
O 2.0230 2.2839 -1.3202
O 5.0238 1.2707 -3.3042
H 4.0259 3.1354 -2.5694
H 3.3257 2.3862 -3.9329
H 3.3923 1.0322 -1.2434
H 2.1776 0.6294 -2.5374
H 1.1097 1.9973 -1.3932
H 5.6307 1.8233 -3.8022
C -0.4549 -0.6557 -4.7510
C 0.6534 0.2911 -5.2286
O 1.0197 0.4355 -6.5761
O -1.7779 -0.1655 -4.4813
H -0.0562 -0.8682 -3.7590
H -0.4192 -1.5573 -5.3626
H 1.5681 0.1280 -4.6588
H 0.3522 1.3029 -4.9574
H 0.2497 0.5328 -7.1411
H -2.1188 0.3855 -5.1896
C -3.5222 1.2941 3.7517
C -3.0985 0.6101 5.0892
O -2.6116 -0.6311 4.7217
O -4.5593 0.5822 3.1055
H -2.6269 1.4913 3.1620
H -3.8151 2.3195 3.9770
H -3.8037 0.4612 5.9069
H -2.2546 1.1938 5.4570
H -2.2486 -1.0796 5.4890
H -4.1136 -0.0865 2.5804
C 0.4348 -2.1093 3.7261
C 1.4703 -2.6534 2.7092
O 2.7454 -2.8308 3.2131
O -0.8474 -2.0527 3.1527
H 0.8429 -1.2185 4.2037
H 0.3995 -2.6884 4.6489
H 1.5388 -1.9947 1.8435
H 1.2541 -3.6658 2.3680
H 3.2618 -3.2959 2.5508
H -1.4522 -2.0758 3.8978
C -1.5613 0.1584 0.7078
C -0.2120 0.3593 -0.1449
O -0.6313 0.8997 -1.3937
O -1.9739 -1.2324 0.8110
H -2.3036 0.9031 0.4207
H -1.2040 0.5065 1.6769
H 0.2848 -0.6050 -0.2519
H 0.5165 0.9956 0.3576
H -0.8009 0.1495 -1.9681
H -1.5336 -1.6330 1.5642
*
```

Here is a single C6H15NO molecule at a distorted geometry from OMol25. Energies are from ωB97M-V with the def2-TZVPD basis set.

E_HOMO ... -8.8322 eV
Orbital gap ... 0.365 Ha
Lowest unoccupied orbital energy ... 0.040 hartree
SMILES string ... CCN(CC)CCO
Energy above the lowest of the compared OMol25 structures with the same formula, charge and spin ... 290.9 kJ/mol

```
! RIJCOSX wB97M-V def2-TZVPD def2/J DEFGRID3
* xyz 0 1
C 2.4007 -0.9125 0.2955
C 1.5478 0.2953 0.6033
N 0.2024 0.1438 0.1785
C -0.6458 -0.2509 1.3858
C -1.8455 -1.0880 0.8088
C -0.4180 1.3470 -0.4850
C -0.5632 0.9916 -1.9401
O -1.7146 0.1089 -2.0391
H 1.9267 -1.8307 0.4217
H 2.8585 -0.8026 -0.7642
H 3.2249 -0.9578 1.0374
H 1.6242 0.4249 1.6621
H 1.8708 1.2487 0.1313
H -0.9367 0.6289 1.9748
H -0.0227 -0.9544 1.9170
H -1.4475 -1.3160 -0.1858
H -2.7024 -0.4401 0.6898
H -2.0861 -2.0049 1.2723
H -1.5337 1.4101 -0.2555
H 0.1896 2.4020 -0.3274
H 0.2990 0.4329 -2.2763
H -0.8394 1.8818 -2.4912
H -1.3888 -0.7582 -1.6136
*
```

Among the records above, which one has the lowest energy above the lowest of the compared OMol25 structures with the same formula, charge and spin? C10H30O10

The lowest energy above the lowest of the compared OMol25 structures with the same formula, charge and spin belongs to which entry? C10H30O10

Number 3 is which compound? C6H15NO